(1)
Entry from the Open Molecules 2025 dataset: a 2-piece molecular cluster, C9H14 overall (the ωB97M-V functional and the def2-TZVPD basis).

Structure (XYZ):
```
23
Properties=species:S:1:pos:R:3:forces:R:3
C 1.87985 1.78463 1.39206 -0.82 -0.40 -1.04
C 1.64612 0.66938 2.39693 1.13 0.46 0.80
H 2.91379 1.83046 1.07241 0.32 0.35 0.32
H 1.35044 1.59309 0.44768 -0.14 -0.14 0.21
H 1.48035 2.74166 1.72391 0.43 0.11 0.22
H 0.67669 0.73109 2.88339 -0.25 -0.36 -0.33
H 2.36979 0.78657 3.21654 -0.14 0.11 0.01
H 1.90781 -0.30909 2.00255 -0.56 -0.15 -0.22
C -1.89746 -2.09422 0.39407 0.08 -0.95 -1.16
C -1.14497 1.09478 -1.48662 0.12 -0.36 0.53
C -1.75336 0.13088 -0.69723 0.44 -0.10 -0.12
C -0.06074 0.73696 -2.28021 -0.14 0.32 -0.72
C -1.28007 -1.18909 -0.64961 -0.35 0.50 0.63
C 0.41793 -0.55542 -2.24893 -0.33 -0.58 0.65
C -0.17867 -1.51018 -1.41784 0.44 0.07 -0.45
H -1.45098 2.12094 -1.34435 -0.13 0.12 -0.49
H -2.57364 0.42047 -0.05837 -0.13 -0.01 0.11
H 0.34105 1.43081 -3.01329 0.19 0.13 0.38
H 1.29118 -0.87473 -2.78988 0.12 0.19 -0.40
H -2.92319 -1.78989 0.54914 -0.08 0.35 0.67
H -1.26577 -2.12047 1.28336 -0.39 0.12 0.16
H 0.27614 -2.49602 -1.41505 -0.24 -0.05 0.23
H -2.02228 -3.13262 0.03931 0.45 0.28 0.03
```
Positions in Å, forces in eV/Å.

Computed properties:
- HOMO level (Ha) = -0.334
- structure (SMILES) = Cc1ccccc1.CC
- energy relative to the best compared isomer or geometry (same formula, charge and spin) (kJ/mol) = 34.9
- 2S+1 = 1

---

(2)
Entry from the Open Molecules 2025 dataset: C14H33CuN3OSiTa as an isolated structure (the ωB97M-V functional and the def2-TZVPD basis).

Structure (XYZ):
```
54
Properties=species:S:1:pos:R:3:forces:R:3
N 1.84930 -0.41877 -0.51429 -2.20 1.56 0.28
C 4.89966 -1.91984 0.13973 7.67 -3.48 1.42
O 5.94861 -2.37818 0.32036 -4.14 1.85 -0.70
Cu 3.38903 -1.26245 -0.15162 -2.47 1.20 -0.64
Ta 0.10443 0.06900 -0.37396 0.00 -0.67 -0.91
N -0.94411 -1.55036 -0.90489 0.01 0.58 0.30
N -0.34977 1.95581 -0.96684 0.40 0.07 -0.89
C -0.39559 -2.90260 -1.16072 0.04 -0.49 -0.52
C 0.24061 3.26017 -0.62868 0.63 0.10 -0.26
C 0.59813 -2.82465 -2.31641 0.27 0.08 -0.37
C -1.46861 -3.92326 -1.54110 -0.15 -0.08 0.06
C 0.30547 -3.40448 0.09696 0.20 -0.24 0.46
C 0.42077 4.13841 -1.86847 0.02 0.19 -0.38
C -0.68880 4.00459 0.33005 -0.71 0.04 0.49
C 1.60176 3.05566 0.03843 0.16 -0.07 0.12
H 0.07403 -2.52018 -3.23062 0.16 -0.10 0.11
H 1.03911 -3.81822 -2.47538 -0.10 0.29 0.00
H 1.40619 -2.10756 -2.12713 -0.18 -0.23 -0.08
H -2.19516 -4.07268 -0.73513 0.07 -0.03 -0.18
H -0.97720 -4.88817 -1.71703 -0.13 0.27 0.00
H -1.98753 -3.64061 -2.46139 0.00 -0.11 0.13
H 1.18696 -2.79974 0.34539 -0.24 -0.08 -0.09
H 0.63946 -4.43824 -0.07087 -0.14 0.27 0.12
H -0.38338 -3.39015 0.95247 0.20 -0.13 -0.14
H 0.95583 3.60522 -2.66149 -0.02 0.10 0.09
H 1.01311 5.02089 -1.59333 -0.18 -0.27 -0.04
H -0.53708 4.49862 -2.25668 0.19 -0.03 0.03
H -1.64853 4.22113 -0.15352 0.17 0.01 0.12
H -0.22308 4.95694 0.61382 -0.08 -0.27 -0.11
H -0.88173 3.42512 1.24046 0.08 0.18 -0.19
H 1.51121 2.62482 1.04353 -0.01 0.05 -0.17
H 2.08237 4.03902 0.13810 -0.05 -0.40 0.09
H 2.24787 2.40173 -0.56185 -0.10 0.21 0.02
C -1.37094 1.97101 -2.00811 -0.19 -0.17 -0.25
H -1.62193 0.95184 -2.33384 0.01 0.10 0.14
H -2.29993 2.45725 -1.67339 0.17 0.01 0.08
H -1.02401 2.50511 -2.90253 -0.02 -0.13 0.25
C -2.39400 -1.38425 -1.03896 -0.17 0.06 0.04
H -2.94924 -2.09985 -0.41031 0.26 0.22 -0.21
H -2.71104 -0.37779 -0.72937 0.11 -0.05 0.01
H -2.72440 -1.52304 -2.08336 0.13 0.02 0.32
C 1.42830 -0.93695 2.91537 0.01 0.03 -0.68
Si -0.07990 -0.02135 2.21688 0.67 -0.96 3.88
C -1.62906 -1.02364 2.64667 -0.41 0.04 -1.18
C -0.18657 1.62395 3.14237 -0.12 0.53 -0.91
H 1.46765 -1.97499 2.56036 -0.03 0.21 0.13
H 1.37344 -0.94292 4.01492 -0.07 0.08 -0.25
H 2.35839 -0.43842 2.60959 -0.15 -0.07 0.19
H -1.64130 -1.21580 3.73059 0.29 0.19 -0.18
H -2.53465 -0.45821 2.38531 0.11 -0.21 0.15
H -1.66104 -1.98727 2.12068 -0.05 0.21 0.24
H -0.07936 1.42785 4.22124 0.02 -0.29 -0.31
H 0.60574 2.32409 2.84914 -0.22 -0.10 0.26
H -1.15946 2.10639 2.97886 0.24 -0.05 0.12
```
Positions in Å, forces in eV/Å.

Computed properties:
- HOMO level (alpha / beta) (Ha) = -0.571 / -0.570
- net charge = +2
- 2S+1 = 1

---

(3)
Entry from the Open Molecules 2025 dataset: a 12-piece molecular cluster, C34H97N5O19 overall (the ωB97M-V functional and the def2-TZVPD basis).

Structure (XYZ):
```
155
Properties=species:S:1:pos:R:3:forces:R:3
C 4.71427 2.32678 -4.31514 -1.16 -0.67 -0.59
C 5.95008 1.89045 -3.58886 1.44 1.33 0.08
C 5.84410 2.15655 -2.10223 0.20 -0.24 0.91
O 4.75070 1.42853 -1.59148 -1.02 -0.40 -0.10
C 4.60502 1.67401 -0.22608 1.38 -0.13 1.42
N 6.39052 0.53609 -3.87947 1.14 0.22 -0.41
H 4.47429 3.35408 -4.02288 -0.19 -0.19 -0.01
H 3.88374 1.64330 -4.06699 0.05 0.46 -0.02
H 4.79776 2.29538 -5.41718 0.30 -0.02 0.53
H 6.70866 2.65050 -3.92465 -0.02 -1.05 0.15
H 5.60719 3.21333 -1.82199 0.84 -0.41 -0.45
H 6.75414 1.72942 -1.55559 -0.71 1.04 -0.72
H 5.65218 1.61956 0.20208 -1.05 0.48 0.05
H 4.05357 0.89614 0.29868 -0.15 -0.20 -0.43
H 4.09955 2.62817 -0.01630 0.42 -0.03 -0.08
H 5.82710 -0.17551 -3.47658 -1.33 -0.43 0.28
H 7.27601 0.32179 -3.41787 0.08 0.53 -0.35
C -1.97367 -1.78373 5.67924 -0.15 -0.11 -1.93
C -1.66233 -0.71627 4.54324 -0.55 -1.27 1.20
C -2.51260 -0.99526 3.33907 -1.31 -0.48 0.70
O -2.13379 -2.21788 2.76848 -0.39 0.04 -0.53
C -2.88844 -2.54171 1.59965 -0.39 -0.12 1.31
N -1.87743 0.65524 4.89444 0.36 0.66 -0.14
H -1.61947 -2.78802 5.27980 -0.40 1.16 0.80
H -3.08575 -1.83549 5.73421 0.73 0.00 0.63
H -1.45393 -1.49579 6.59932 -0.37 -0.19 -0.06
H -0.64144 -0.90170 4.32124 1.13 0.28 -0.57
H -2.50007 -0.18968 2.63130 0.47 0.55 -0.65
H -3.59057 -1.03886 3.67484 0.66 -0.13 -0.21
H -2.43564 -3.44328 1.28214 0.28 -0.97 -0.77
H -2.76759 -1.76971 0.84894 -0.32 0.21 -0.20
H -3.94658 -2.77820 1.88030 0.67 0.54 -0.39
H -1.12400 1.10756 5.41020 -0.24 -0.22 0.13
H -2.74326 0.72810 5.38332 -0.49 0.33 0.63
C 0.83859 2.56303 -4.44301 0.33 1.72 -0.65
C -0.06914 1.67377 -5.21350 -1.46 -1.74 0.75
C 0.40124 0.17289 -5.22813 1.48 1.48 -0.50
O 1.77681 -0.01679 -5.68307 -1.11 0.13 -0.60
C 1.84706 0.04758 -7.10705 -0.54 1.59 0.08
N -1.43031 1.56472 -4.53347 0.18 0.36 -0.72
H 0.20773 3.37262 -4.02667 0.59 -0.27 0.09
H 1.50125 3.03865 -5.18049 0.07 0.04 0.33
H 1.47427 2.12813 -3.69604 -0.13 -0.46 0.51
H -0.19681 2.11353 -6.21631 0.00 -0.50 0.18
H -0.26890 -0.46539 -5.77164 -0.40 -0.23 -0.72
H 0.44293 -0.22202 -4.24027 -0.25 0.20 1.14
H 1.69875 1.07476 -7.49448 0.02 0.00 0.51
H 1.01624 -0.48531 -7.55534 0.22 -0.78 -0.20
H 2.83412 -0.19434 -7.44939 0.33 -0.80 0.00
H -1.72359 2.38576 -3.99997 0.80 0.02 0.18
H -2.13155 1.57518 -5.25999 -0.21 -0.48 -0.29
C 1.50152 3.12554 -0.54856 0.41 0.00 -1.62
C 1.24821 1.61540 -0.34702 -0.05 0.38 -0.20
C 0.70468 1.37712 1.08121 0.15 -0.78 -1.46
O 1.72180 1.54106 2.01946 0.44 -0.23 0.63
C 1.36163 0.91572 3.24954 -0.38 1.32 0.39
N 0.23928 1.21622 -1.35861 0.98 -0.42 0.38
H 2.28958 3.36334 -1.34375 -1.30 -0.50 0.68
H 1.85865 3.65504 0.31121 0.09 0.05 0.84
H 0.51851 3.55630 -0.83006 0.67 0.13 0.04
H 2.23080 1.05389 -0.50265 -1.58 0.44 0.28
H 0.31331 0.35184 1.10031 0.19 -0.28 0.12
H -0.15371 1.98780 1.32729 -0.28 0.65 -0.07
H 2.09918 1.27468 3.98484 -0.47 -0.48 -0.05
H 1.32664 -0.16313 3.16664 0.33 -0.22 -0.10
H 0.33626 1.24321 3.54112 0.67 -0.06 0.01
H -0.40692 1.96563 -1.57325 -0.19 -0.16 0.20
H -0.26631 0.36094 -1.12313 0.10 0.38 -0.18
C -9.69598 -6.81015 -4.92346 -1.19 1.35 1.01
C -8.38280 -6.12925 -5.02939 2.55 1.10 -0.81
C -8.35182 -4.69249 -4.42818 -2.33 -1.32 -1.51
O -7.12358 -4.09742 -4.59109 0.40 -0.80 -0.55
C -6.90750 -2.95440 -3.86735 0.73 2.28 0.67
N -7.38883 -6.90050 -4.31029 1.49 -0.30 1.00
H -10.49666 -6.05948 -5.00124 0.04 -0.16 -0.32
H -9.83342 -7.21736 -3.91903 0.15 -0.44 -0.25
H -9.81115 -7.49854 -5.72391 -0.27 -0.95 -0.34
H -8.11282 -6.04884 -6.12705 -0.26 0.21 0.85
H -8.65223 -4.81245 -3.39400 -0.02 0.30 0.53
H -9.17249 -4.17616 -5.01806 0.77 0.11 0.80
H -6.03463 -2.45103 -4.34292 -0.39 -0.38 0.57
H -6.70194 -3.09601 -2.77607 -0.07 -0.29 -0.72
H -7.71952 -2.18939 -3.91412 0.07 -0.67 -0.18
H -7.27111 -7.84742 -4.61054 -0.44 -0.52 -0.33
H -6.41286 -6.56358 -4.22482 -1.24 0.49 -0.43
C -1.22356 4.22748 3.85404 2.86 -1.52 -1.67
C 0.02800 3.94960 4.74101 -1.12 0.70 -0.88
O -0.38336 3.10118 5.77478 1.00 -0.35 1.30
O -1.71171 3.04840 3.15670 0.08 0.59 0.35
H -0.83033 4.95638 3.10033 -0.75 -0.66 0.22
H -1.98259 4.66689 4.40844 -1.43 0.82 1.19
H 0.28706 4.99733 5.03208 0.28 -0.71 0.43
H 0.85883 3.52553 4.13412 -0.45 0.20 0.24
H 0.36834 2.89411 6.41998 -0.75 0.44 -1.18
H -1.98395 2.33276 3.77829 0.49 0.29 0.01
C 2.18827 -3.51648 4.57335 1.04 0.97 0.78
C 1.34246 -3.11978 3.40314 0.32 0.80 -0.13
O 0.02527 -3.45094 3.70165 -0.20 -0.67 0.72
O 1.77658 -2.89481 5.80061 -1.88 0.32 -0.20
H 3.21049 -3.12607 4.43771 -0.24 -0.36 -0.25
H 2.24595 -4.57616 4.73885 -0.17 -0.65 -0.13
H 1.71693 -3.65800 2.53477 0.05 0.04 -0.35
H 1.50032 -2.02043 3.26108 -0.29 -0.76 -0.12
H -0.67688 -3.04024 3.17791 0.13 0.41 -0.29
H 0.78003 -2.82008 5.77070 1.25 -0.65 -0.03
C -3.48757 2.45725 -1.20222 -0.18 1.94 0.86
C -3.34527 2.11449 0.24898 0.03 0.12 -0.11
O -3.47937 3.26730 1.04478 0.68 0.70 0.18
O -2.35503 3.24072 -1.58294 0.28 -0.55 -1.37
H -4.41934 2.99761 -1.44603 0.24 0.05 0.38
H -3.54145 1.54987 -1.73469 0.54 -1.09 -0.99
H -2.34245 1.60695 0.27653 -0.86 0.21 0.68
H -4.19741 1.52507 0.51833 -0.17 -1.39 0.13
H -3.01205 3.17631 1.90373 0.11 -0.06 -0.48
H -2.11961 3.89107 -0.92101 -0.50 0.07 0.51
C -1.78177 -1.77863 -3.26728 -0.90 2.00 -0.50
C -0.81415 -2.58470 -2.46241 0.47 -1.41 -0.97
O -0.46339 -3.74329 -3.25040 0.64 0.32 0.07
O -2.03004 -0.47642 -2.65041 -0.37 -1.95 0.91
H -2.72409 -2.35906 -3.26133 0.27 0.43 -0.44
H -1.45994 -1.53749 -4.32587 -0.19 -0.95 1.14
H -1.31910 -3.04946 -1.63391 -0.23 0.43 0.84
H 0.06784 -2.04023 -2.14112 0.07 0.24 0.04
H 0.44574 -3.61694 -3.56634 -0.19 0.04 -0.17
H -1.77501 0.19888 -3.27241 0.34 0.83 -0.81
C 3.35267 -2.35738 -3.77640 -0.23 1.32 1.56
C 3.03407 -1.45461 -2.53103 0.08 -0.91 0.96
O 4.15909 -1.17191 -1.65320 -0.39 0.87 -1.19
O 2.18891 -2.57783 -4.51291 -1.93 1.33 -1.31
H 3.58214 -3.34304 -3.39360 0.89 -0.12 -0.19
H 4.13151 -1.83215 -4.35011 0.09 -0.60 -0.01
H 2.30619 -2.01708 -1.85969 0.43 0.83 -1.09
H 2.62985 -0.51236 -2.91992 -0.33 -0.10 0.25
H 4.32557 -0.18436 -1.71505 0.00 -1.43 0.02
H 1.80751 -1.72730 -4.94065 1.50 -1.61 0.95
C 2.09704 1.40177 8.02729 -0.08 0.65 1.43
C 2.42602 0.13618 7.26242 0.68 1.49 -0.84
O 1.35496 -0.23680 6.42269 -0.48 0.38 0.66
O 1.93538 2.57730 7.20564 -0.31 -0.64 0.43
H 2.96224 1.62453 8.68665 -0.30 -0.38 -0.16
H 1.22126 1.27265 8.75169 0.80 0.35 -1.37
H 2.82873 -0.57868 7.99656 -0.49 -0.34 -0.46
H 3.25893 0.49569 6.60821 -0.05 -0.68 0.32
H 1.44643 -1.13886 6.10335 0.67 -0.32 0.03
H 2.80565 2.85879 6.85038 -0.39 -0.29 -0.07
C 4.62039 2.55887 4.50736 0.30 0.18 1.67
C 4.78247 3.34691 3.22143 0.19 0.04 1.16
O 3.46575 3.77672 2.87543 1.05 1.15 -0.07
O 3.88054 3.40043 5.39030 -1.99 0.81 -0.19
H 5.48902 2.43863 5.17844 0.46 -0.27 -1.19
H 4.17547 1.55367 4.40910 -0.17 0.38 -0.31
H 5.32307 2.78539 2.47586 -0.16 -0.23 -0.61
H 5.41808 4.21620 3.50084 -0.74 -0.20 -0.50
H 2.96706 3.10953 2.41645 -0.37 -1.01 -0.46
H 3.13653 3.85631 4.88749 1.36 -0.95 0.50
```
Positions in Å, forces in eV/Å.

Computed properties:
- HOMO level (Ha) = -0.325
- structure (SMILES) = COC[C@H](C)N.COC[C@H](C)N.COC[C@H](C)N.COC[C@H](C)N.COC[C@H](C)N.OCCO.OCCO.OCCO.OCCO.OCCO.OCCO.OCCO
- energy relative to the best compared isomer or geometry (same formula, charge and spin) (kJ/mol) = 142.1
- 2S+1 = 1